1.
{"formula": "C6H15NOSi", "method": "wB97M-V/def2-TZVPD", "elements": ["C", "C", "Si", "C", "C", "C", "H", "H", "H", "H", "H", "H", "H", "H", "H", "H", "H", "H", "H", "H", "C", "N", "O", "H"], "positions_angstrom": [[-1.663, -1.250, 0.688], [-1.215, 0.157, 0.175], [0.676, 0.232, 0.057], [1.015, -0.702, -1.519], [1.389, -0.854, 1.445], [1.122, 2.029, 0.029], [-1.551, -1.176, 1.808], [-1.136, -2.020, 0.323], [-2.783, -1.503, 0.595], [-1.794, 0.998, 0.597], [-1.626, 0.258, -0.930], [1.961, -1.031, -1.172], [0.352, -1.519, -1.707], [1.089, -0.232, -2.443], [0.723, -1.713, 1.614], [2.323, -1.421, 1.220], [1.718, -0.364, 2.390], [2.020, 2.330, -0.577], [0.364, 2.371, -0.693], [1.183, 2.511, 1.017], [-3.602, 1.238, 0.211], [-4.241, 0.346, -0.149], [-4.949, -0.560, -0.430], [-3.238, 2.204, 0.434]], "atomic_forces_ev_per_a": [[-3.8, 3.7, 3.1], [-1.0, -0.5, -2.3], [-1.1, -0.5, 0.3], [-0.1, 0.2, 1.5], [1.3, -0.6, 0.3], [1.3, 0.4, -1.4], [0.2, -0.6, -1.0], [2.1, -2.7, -1.4], [1.6, 0.6, -0.3], [1.3, -0.9, 0.7], [1.2, -0.3, 1.7], [1.3, -1.0, -0.6], [-0.4, -0.8, 0.4], [0.4, 1.4, -1.5], [-0.2, 0.6, 0.4], [-0.3, 0.6, -0.6], [-0.9, -0.1, -0.4], [-0.3, -0.6, 0.9], [-0.4, 0.5, 0.8], [-0.5, 0.1, -0.6], [-1.4, 0.0, -0.4], [0.3, 1.9, 0.9], [-0.6, -1.4, -0.6], [0.0, 0.2, 0.0]], "lumo_energy_ev": 0.7, "homo_lumo_gap_ev": 9.94, "total_charge": 0, "total_energy_ha": -656.9492, "de_lowest_kj_mol": 489.2}

=====

2.
{"formula": "C6H15NOSi", "method": "wB97M-V/def2-TZVPD", "elements": ["C", "C", "C", "C", "C", "C", "N", "O", "Si", "H", "H", "H", "H", "H", "H", "H", "H", "H", "H", "H", "H", "H", "H", "H"], "positions_angstrom": [[-1.060, -0.285, -1.654], [1.050, -1.354, -0.880], [-0.980, -1.600, 0.416], [-1.216, 1.679, 1.515], [1.338, 1.955, -0.716], [-0.217, -0.615, -0.489], [2.384, -1.372, 3.001], [1.608, -0.486, 2.833], [0.192, 0.954, 0.428], [-1.361, -1.257, -2.046], [-2.049, 0.053, -1.240], [-0.381, 0.199, -2.439], [1.744, -0.609, -1.282], [0.877, -2.016, -1.735], [1.504, -1.802, -0.069], [-1.934, -1.169, 0.638], [-1.325, -2.537, -0.098], [-0.471, -1.807, 1.270], [-2.261, 1.427, 1.180], [-1.128, 1.370, 2.578], [-1.073, 2.693, 1.574], [2.382, 1.810, -0.397], [1.192, 1.677, -1.743], [1.186, 3.092, -0.645]], "atomic_forces_ev_per_a": [[-0.3, -0.5, -1.0], [-0.2, 2.1, -2.5], [-2.1, 0.4, -2.9], [-0.3, -2.6, -0.1], [-0.3, 2.2, 1.5], [0.3, -1.9, 1.8], [-1.0, 1.2, -0.7], [0.4, -0.6, 0.0], [0.5, -0.4, 0.9], [0.1, -0.2, -0.6], [0.9, 1.0, -1.2], [-1.9, 0.1, 0.8], [0.4, -0.2, 0.0], [-0.1, -0.4, 0.4], [1.0, -1.2, 1.6], [-0.7, 0.5, 0.7], [0.9, 0.6, 0.1], [1.4, -0.8, 2.6], [1.1, 0.3, 0.1], [0.1, -0.3, -0.7], [0.1, 2.8, -0.2], [-0.3, -0.2, -0.3], [0.1, -0.3, -0.5], [0.0, -1.6, 0.0]], "lumo_energy_ev": [-0.8, -0.8], "homo_lumo_gap_ev": [4.93, 4.91], "total_charge": 0, "total_energy_ha": -656.8877, "de_lowest_kj_mol": 650.6}

=====

3.
{"formula": "C6H15NS", "method": "wB97M-V/def2-TZVPD", "elements": ["C", "C", "C", "C", "C", "C", "H", "H", "H", "H", "H", "H", "H", "H", "H", "H", "H", "H", "H", "H", "H", "N", "S"], "positions_angstrom": [[1.683, -1.583, -1.007], [1.226, -0.814, 0.198], [-0.152, -0.116, 1.944], [-0.603, 0.467, -0.424], [0.244, 1.768, -0.589], [-2.085, 0.634, -0.288], [0.997, -1.150, -1.908], [2.945, -1.368, -1.407], [1.326, -2.614, -0.775], [1.773, 0.250, 0.294], [1.417, -1.290, 1.136], [-1.403, -0.180, 2.401], [0.250, 0.965, 1.843], [0.991, -0.652, 2.550], [-0.308, -0.027, -1.346], [1.343, 1.474, -1.452], [-0.337, 2.149, -1.479], [0.473, 2.568, 0.351], [-2.697, 1.133, 0.446], [-2.331, 1.366, -1.257], [-1.830, -1.381, 0.572], [-0.151, -0.478, 0.506], [-2.772, -1.121, -0.306]], "atomic_forces_ev_per_a": [[-0.1, 1.4, -3.0], [2.3, 3.1, 1.9], [0.4, 1.5, 0.6], [1.1, 1.2, 1.0], [1.9, 1.1, -2.3], [-2.0, 1.1, -4.2], [1.9, -1.4, 1.6], [-4.2, -1.0, 1.7], [1.0, 0.4, -1.0], [-0.4, -2.2, -0.3], [1.5, -1.0, -0.2], [4.4, 0.1, -0.9], [-1.1, -1.1, 1.3], [-4.5, 1.2, -1.4], [-1.2, 0.1, -0.6], [-2.9, 0.9, 3.4], [0.5, 1.0, 1.4], [-0.6, -2.3, -3.0], [1.1, 0.4, 1.0], [0.0, -2.4, 2.0], [0.4, -0.7, 0.4], [1.6, -2.4, 1.6], [-1.1, 1.3, -1.0]], "lumo_energy_ev": 0.7, "homo_lumo_gap_ev": 9.12, "total_charge": 0, "total_energy_ha": -690.2689, "de_lowest_kj_mol": 715.6}

=====

4.
{"formula": "C6H16", "method": "wB97M-V/def2-TZVPD", "elements": ["C", "C", "C", "H", "H", "H", "H", "H", "H", "H", "H", "C", "C", "C", "H", "H", "H", "H", "H", "H", "H", "H"], "positions_angstrom": [[-0.400, -1.617, -2.307], [0.789, -0.736, -2.612], [-0.151, -2.490, -1.128], [-0.779, -2.177, -3.237], [-1.257, -0.877, -2.068], [1.654, -1.068, -2.005], [1.113, -0.914, -3.593], [0.817, -2.946, -1.073], [0.526, 0.355, -2.480], [-0.993, -3.126, -0.705], [0.033, -1.874, -0.215], [-0.391, 2.121, 2.086], [1.007, 1.934, 1.536], [-1.112, 0.794, 2.231], [-0.384, 2.558, 3.124], [-0.765, 2.822, 1.440], [1.005, 1.538, 0.536], [1.638, 1.234, 2.165], [-1.281, 0.283, 1.257], [-0.451, 0.191, 2.808], [1.439, 2.921, 1.547], [-2.060, 1.074, 2.691]], "atomic_forces_ev_per_a": [[-2.6, 0.7, -1.1], [0.3, 0.6, 1.1], [-0.9, 0.1, 3.1], [0.7, 0.6, 1.3], [0.9, -1.3, -0.2], [-0.4, 0.7, 0.0], [0.5, 0.1, -1.7], [0.4, -1.2, -0.8], [0.7, -1.1, 0.0], [0.9, 0.3, -1.2], [-0.4, 0.5, -0.6], [1.6, -1.7, 2.1], [0.9, -0.6, 1.6], [-0.7, 1.2, -1.4], [0.3, -0.1, -1.0], [-2.0, 1.7, -1.5], [-0.1, -0.1, -0.5], [-0.6, 0.8, -0.6], [0.0, 0.3, 0.6], [0.0, -0.8, 0.8], [0.8, 0.4, -0.2], [-0.3, -0.9, 0.2]], "lumo_energy_ev": [4.2, 4.2], "homo_lumo_gap_ev": [2.77, 11.42], "total_charge": -1, "total_energy_ha": -238.0982, "de_lowest_kj_mol": 93.1, "spin_multiplicity": 2}

=====

5.
{"formula": "C6H16", "method": "wB97M-V/def2-TZVPD", "elements": ["C", "C", "H", "H", "H", "H", "H", "H", "C", "C", "C", "C", "H", "H", "H", "H", "H", "H", "H", "H", "H", "H"], "positions_angstrom": [[-0.133, 2.049, -2.966], [0.207, 0.588, -2.649], [-1.204, 2.165, -3.135], [0.077, 2.717, -2.123], [0.519, 2.380, -3.782], [0.976, 0.196, -3.336], [0.816, 0.570, -1.743], [-0.618, -0.112, -2.537], [-0.363, -0.619, 1.853], [0.160, -2.052, 2.109], [0.862, 0.307, 2.042], [-0.989, -0.475, 0.459], [-1.091, -0.449, 2.669], [-0.131, -2.526, 3.046], [1.556, 0.203, 1.206], [0.578, 1.323, 2.371], [1.309, 0.024, 3.020], [-2.011, -0.099, 0.458], [-0.359, 0.135, -0.208], [-1.108, -1.482, -0.005], [1.235, -2.156, 1.928], [-0.289, -2.685, 1.325]], "atomic_forces_ev_per_a": [[-0.1, -0.1, 0.3], [1.7, 0.0, 0.2], [0.1, 0.2, -0.6], [0.1, -0.2, 0.1], [-0.6, 0.2, -0.1], [-0.7, 0.0, -0.3], [-0.4, -0.1, 0.4], [0.0, 0.2, -0.1], [0.8, -0.3, 0.6], [-0.5, -0.8, -1.5], [-1.0, 0.2, 2.1], [0.0, -0.7, -0.3], [0.2, 0.3, -0.5], [0.2, 0.3, 0.3], [0.0, 0.3, 0.2], [0.0, 0.1, -1.2], [0.4, -0.4, -0.7], [0.0, 0.5, 0.1], [-0.6, -0.3, 0.4], [0.3, 0.6, 0.1], [-0.1, 0.2, 0.3], [0.1, -0.2, 0.4]], "lumo_energy_ev": [4.1, 4.2], "homo_lumo_gap_ev": [2.59, 11.82], "total_charge": -1, "total_energy_ha": -238.1054, "de_lowest_kj_mol": 74.2, "spin_multiplicity": 2}

=====

6.
{"formula": "C6H16", "method": "wB97M-V/def2-TZVPD", "elements": ["C", "C", "C", "C", "H", "H", "H", "H", "H", "H", "H", "H", "H", "H", "C", "C", "H", "H", "H", "H", "H", "H"], "positions_angstrom": [[1.812, 2.523, -0.018], [0.923, 1.298, -0.273], [0.017, 0.936, 0.930], [0.115, 1.321, -1.582], [2.216, 2.577, 0.991], [1.207, 3.424, -0.143], [2.705, 2.416, -0.643], [1.542, 0.407, -0.351], [-0.545, 1.871, 1.108], [-0.484, -0.004, 0.709], [0.700, 0.868, 1.784], [-0.657, 2.089, -1.638], [0.786, 1.259, -2.438], [-0.509, 0.414, -1.555], [-1.272, -2.391, 1.156], [-1.213, -2.860, -0.301], [-0.263, -2.177, 1.495], [-2.021, -1.620, 1.301], [-1.539, -3.286, 1.726], [-2.170, -3.087, -0.774], [-0.658, -3.788, -0.479], [-0.692, -2.192, -1.004]], "atomic_forces_ev_per_a": [[-0.2, -0.7, 0.0], [-0.3, -0.8, 0.4], [1.4, 1.8, -0.5], [-0.3, -0.8, 0.8], [-0.2, -0.3, 0.3], [0.4, 0.2, -0.4], [-0.3, 0.7, -0.3], [0.6, 0.0, -0.2], [-0.8, -0.9, 0.1], [-0.5, 0.4, 0.4], [-0.3, -0.4, 0.1], [0.5, 0.6, -0.1], [-0.3, 0.4, -0.2], [0.4, 0.0, -0.3], [0.2, -1.7, -0.7], [0.4, -0.2, -1.3], [-0.1, 0.7, 0.1], [0.3, 0.2, 0.2], [-0.4, 0.3, 0.2], [-0.3, 0.3, 0.4], [0.1, 0.0, 0.7], [-0.3, 0.4, 0.4]], "lumo_energy_ev": 1.1, "homo_lumo_gap_ev": 11.98, "total_charge": 0, "total_energy_ha": -238.1714, "de_lowest_kj_mol": 65.9}